[1]
Molecular formula: C42H110O34P6
Method: DFT, the ωB97M-V functional and the def2-TZVPD basis

```
192
C42H110O34P6 | the Open Molecules 2025 dataset | the ωB97M-V functional and the def2-TZVPD basis
C -7.78992 4.19332 -1.01921
O -7.07202 2.97342 -1.30799
P -6.06605 2.90189 -2.60457
O -5.52786 1.54233 -2.91419
O -6.95826 3.61725 -3.82018
C -8.01366 2.91776 -4.44858
O -4.97166 4.07687 -2.32120
C -4.13241 3.91237 -1.21016
H -7.92703 4.43703 0.03431
H -8.75495 4.15269 -1.52436
H -7.30829 5.03977 -1.50876
H -7.98476 3.04312 -5.53096
H -8.97232 3.23602 -4.03898
H -8.03358 1.88032 -4.11480
H -3.93761 4.92565 -0.85887
H -3.12748 3.53444 -1.39827
H -4.53728 3.28042 -0.41970
C 3.71753 -4.95523 6.48444
O 3.01856 -4.26748 5.48464
P 1.75499 -3.32514 5.79480
O 2.22952 -2.24435 6.63195
O 0.55332 -4.26525 6.51105
C 0.26801 -5.52743 6.06262
O 1.26173 -3.01868 4.32805
C 0.61821 -1.74910 3.98280
H 3.59734 -4.51409 7.47391
H 4.78134 -4.93646 6.24766
H 3.41842 -6.00250 6.44140
H 0.66086 -6.27069 6.75640
H 0.49671 -5.78654 5.02886
H -0.79660 -5.75324 6.12358
H 1.07659 -1.27314 3.11594
H 0.45927 -1.07926 4.82787
H -0.41265 -1.91683 3.67087
C 6.17237 0.79308 -1.17614
O 5.28261 0.75840 -2.30101
P 5.81019 0.50315 -3.76407
O 4.76033 0.20470 -4.77806
O 6.85521 -0.72136 -3.47244
C 7.58396 -1.32470 -4.48287
O 6.73335 1.77515 -4.01662
C 7.47382 1.83698 -5.21449
H 7.16418 1.06395 -1.53813
H 6.01212 -0.11011 -0.58735
H 5.88184 1.51106 -0.40920
H 7.47313 -2.40847 -4.44738
H 8.57775 -0.87708 -4.49373
H 7.23559 -1.08508 -5.48752
H 8.53379 2.04123 -5.06335
H 7.17610 2.70010 -5.80989
H 7.31355 1.07958 -5.98180
C -0.23845 -4.04920 -5.47476
O 0.70656 -4.11739 -4.38563
P 2.30485 -4.58203 -4.43150
O 2.89225 -4.51653 -5.79033
O 2.99081 -3.70141 -3.25933
C 2.54618 -2.37979 -2.92805
O 2.32158 -6.12338 -3.73780
C 1.57394 -6.49121 -2.54635
H -0.80534 -3.12340 -5.37663
H -0.85308 -4.94903 -5.50008
H 0.22744 -3.92473 -6.45229
H 1.99750 -1.83015 -3.69287
H 3.25356 -1.60896 -2.62221
H 2.03143 -2.33247 -1.96842
H 1.53209 -5.57251 -1.96125
H 2.15296 -7.22414 -1.98453
H 0.60200 -6.92825 -2.77532
C -1.70456 0.28036 -1.76797
O -0.28862 0.37108 -1.46774
P 0.25547 0.13302 0.10405
O 0.30909 -1.33309 0.53691
O 1.55541 0.98679 0.16497
C 2.39659 0.66894 -0.92670
O -0.84266 1.02187 0.89320
C -0.75211 1.12803 2.30509
H -2.34386 0.31388 -0.88577
H -1.81188 -0.72750 -2.16897
H -1.93970 1.02327 -2.53014
H 2.28531 1.34386 -1.77535
H 2.34571 -0.33136 -1.35671
H 3.40302 0.86727 -0.55812
H -1.09488 2.12924 2.56623
H 0.21469 0.91120 2.75938
H -1.55365 0.61450 2.83605
C 5.40391 5.20632 4.61152
O 4.05172 5.78997 4.57152
P 3.00066 5.53560 3.40610
O 1.60554 6.06290 3.73030
O 3.72189 6.24129 2.15748
C 3.83577 7.69254 1.89050
O 3.19922 3.98056 3.01318
C 2.15573 3.33477 2.37874
H 5.41594 4.31629 5.24064
H 6.00721 5.91262 5.18183
H 5.66886 5.14255 3.55613
H 3.21412 7.95488 1.03445
H 4.83029 8.04174 1.61287
H 3.28656 8.20777 2.67854
H 1.46847 2.71959 2.95954
H 2.61854 2.58671 1.73507
H 1.51852 3.86724 1.67266
C -2.78357 -3.52125 5.61210
O -2.98757 -2.33318 4.79375
C -3.80529 -2.43148 3.67631
C -3.88492 -1.11736 2.86290
O -5.06817 -1.06661 2.04984
C -5.09034 -0.07789 1.06214
H -3.67903 -3.67188 6.21506
H -1.93966 -3.19021 6.21734
H -2.66735 -4.39442 4.97010
H -4.80750 -2.78454 3.91927
H -3.36587 -3.03415 2.88145
H -2.97758 -0.93051 2.28851
H -3.84150 -0.29330 3.57504
H -5.01065 0.94874 1.41959
H -6.10236 -0.03519 0.65953
H -4.28402 -0.39312 0.39988
C -2.58118 -7.48179 -1.98568
O -1.59251 -6.44399 -1.68285
C -2.09931 -5.16851 -1.26909
C -2.64782 -4.19675 -2.40542
O -3.88466 -4.62455 -2.91068
C -3.98204 -4.74275 -4.29798
H -3.13239 -7.79463 -1.09890
H -2.07402 -8.40557 -2.26411
H -3.33147 -7.13744 -2.69743
H -1.27144 -4.70233 -0.73485
H -2.92862 -5.25180 -0.56666
H -1.87953 -4.01593 -3.15718
H -2.92242 -3.25155 -1.93714
H -4.92903 -5.06590 -4.73029
H -3.12997 -5.34466 -4.61385
H -3.88027 -3.76007 -4.75850
C -1.43272 3.52983 5.18134
O -2.02305 3.41959 6.55264
C -3.39171 2.90354 6.63368
C -3.89757 3.02691 8.10955
O -4.03127 4.47704 8.26020
C -4.43778 5.08273 9.50140
H -1.93762 4.06517 4.37723
H -1.15286 2.51424 4.90140
H -0.49496 4.03893 5.40388
H -3.40951 1.86609 6.29978
H -4.06324 3.46494 5.98408
H -3.09639 2.84418 8.82566
H -4.71809 2.34240 8.32471
H -3.84879 4.92926 10.40563
H -5.46527 4.87741 9.80173
H -4.30339 6.13892 9.26793
C -2.83427 -0.41675 -5.46766
O -3.33139 -1.42035 -6.40617
C -2.85031 -1.05721 -7.77545
C -3.36977 -2.03297 -8.77835
O -2.54467 -3.19617 -8.88423
C -1.29926 -3.11892 -9.68510
H -3.47749 0.44136 -5.66268
H -1.79664 -0.17428 -5.69707
H -3.08416 -0.51766 -4.41150
H -1.76653 -0.95287 -7.82666
H -3.23575 -0.04500 -7.89778
H -3.36458 -1.58501 -9.77203
H -4.42631 -2.19037 -8.56143
H -0.54459 -2.46760 -9.24423
H -1.46283 -2.72746 -10.68914
H -0.98631 -4.15611 -9.80501
C 2.33924 4.13918 -1.34052
C 2.47775 4.10919 -2.84198
C 1.04706 3.98586 -3.49246
O 0.42960 3.27002 -2.45477
C 0.93891 3.64307 -1.15509
H 2.46696 5.09566 -0.83364
H 3.08896 3.51384 -0.85577
H 3.00409 3.23138 -3.21682
H 3.02389 5.00397 -3.14065
H 1.03612 3.69422 -4.54266
H 0.42947 4.87669 -3.60691
H 0.72503 2.95422 -0.33787
H 0.31165 4.47272 -0.82901
C 5.34574 -0.43623 4.39008
C 5.40335 -0.02793 2.93418
C 3.95789 0.14214 2.47993
O 3.33170 0.64947 3.63055
C 4.09513 0.38959 4.82688
H 6.21950 -0.25905 5.01718
H 4.87507 -1.40185 4.57484
H 6.08448 -0.63030 2.33309
H 5.84027 0.96982 2.89281
H 3.67554 -0.80494 2.02013
H 4.06678 0.94301 1.74859
H 3.62044 -0.11449 5.66870
H 4.50686 1.34079 5.16421
```

Summary:
Highest occupied orbital energy (alpha / beta): 0.55 / -7.39 eV
Lowest unoccupied orbital energy (alpha / beta): 1.75 / 1.70 eV
Net charge: -1
Calculated total energy: -6272.5637 hartree
Kohn-Sham gap (alpha / beta): 1.196 / 9.090 eV
⟨S²⟩: 0.75
Spin multiplicity: 2



[2]
Molecular formula: C8H24N2O3
Method: DFT, the ωB97M-V functional and the def2-TZVPD basis

```
37
C8H24N2O3 | the Open Molecules 2025 dataset | the ωB97M-V functional and the def2-TZVPD basis
C -11.46442 4.00315 -12.79407
O -12.07078 4.09214 -11.52358
C -12.16901 5.42474 -11.06096
C -12.80138 5.42600 -9.69059
C -13.22898 6.83911 -9.31324
N -11.92029 4.86483 -8.65164
H -11.69416 3.01715 -13.19469
H -10.37343 4.09363 -12.72587
H -11.85368 4.78707 -13.45331
H -11.15528 5.85720 -11.00655
H -12.73433 6.02790 -11.78715
H -13.69888 4.80515 -9.69341
H -13.30344 6.92057 -8.22834
H -14.20799 7.07736 -9.72988
H -12.51777 7.60523 -9.63431
H -11.80816 3.87266 -8.82797
H -10.99781 5.27623 -8.76279
C -9.20271 1.23425 -17.94905
O -8.47672 0.26497 -17.24635
C -8.11344 0.70556 -15.95363
C -7.21038 -0.32681 -15.34909
C -8.00480 -1.53654 -14.81987
N -6.41180 0.22881 -14.25975
H -8.56581 2.04240 -18.32994
H -9.96660 1.73977 -17.33742
H -9.74236 0.73444 -18.75179
H -7.54322 1.64809 -16.06795
H -8.98205 0.96726 -15.34128
H -6.60116 -0.80366 -16.12700
H -8.73091 -1.86409 -15.56266
H -8.54840 -1.30945 -13.89820
H -7.31914 -2.35720 -14.59817
H -5.81352 -0.46852 -13.83709
H -5.80883 0.96565 -14.61177
O -8.19880 2.25710 -12.97795
H -7.69992 1.50459 -13.33592
H -8.78549 1.87222 -12.32187
```

Summary:
Highest occupied orbital energy: -9.31 eV
Structure (SMILES): COC[C@H](C)N.COC[C@H](C)N.O
Lowest unoccupied orbital energy: 0.78 eV
Calculated total energy: -654.3950 hartree
Kohn-Sham gap: 10.090 eV